Molecular formula: C32H78F12N8O4P2
Method: DFT, ωB97M-V/def2-TZVPD

Relative energy (zero: lowest compared OMol25 entry of this formula, charge and spin) = 0.000 eV
Kohn-Sham gap = 8.5787 eV
Net charge = +4
Spin multiplicity = 1
Molecular weight = 929.0 g/mol
LUMO level = -8.1 eV
F_max = 4.788 eV/Å
DFT total energy = -105721.9706 eV

Cartesian coordinates (Å):
F 0.25622 0.64612 1.66831
H 2.09326 -4.01986 -1.18044
H -6.04424 -6.19280 4.76812
C -5.42065 -5.45321 4.26587
C 1.94679 -5.25965 1.07622
H 1.86571 0.07638 -2.87835
H -3.86144 1.93759 -1.35643
H 2.94025 -4.92360 0.77926
F -0.13604 4.59913 -3.52610
C 1.40862 0.23753 -4.92291
H -5.98138 -1.18951 4.14208
C -0.63441 -0.49048 -6.12061
C 1.07600 0.92783 -7.33804
H -5.60981 5.42028 -1.07257
H -0.58810 -5.36460 0.90734
P 0.58356 5.19412 -2.16025
H 5.11467 -0.36369 6.39657
H -1.22997 1.91803 -4.88060
H -3.85123 5.37446 -4.27778
C 5.40834 -2.24669 4.72570
C 0.24734 -4.03515 -2.09888
H 1.60799 1.87063 -7.21071
H 4.45770 -1.78640 7.31140
H 2.82777 -3.38825 4.64131
H 2.35365 -3.00075 6.26138
F 0.03046 3.85146 -1.39804
N -4.34604 4.40068 -2.33504
C -0.46667 5.24160 1.89639
N 1.14177 -5.50330 -0.21087
H 4.81921 -3.37458 1.75490
H -5.83300 5.97775 -2.74755
P 0.87982 -0.14246 0.39612
H 4.38756 5.44455 -0.09917
F -0.66475 -0.15291 -0.16020
O -2.15974 2.49529 -2.35884
F 1.02910 1.21731 -0.49493
H 6.49685 -3.57673 3.39177
H -0.46516 6.32678 1.79401
H 0.30105 1.05022 -8.09472
H -0.74094 2.58569 -6.43276
O 0.75530 -4.91217 -3.06708
C 0.66245 4.75174 2.73340
C -3.68569 -3.32813 3.12423
H -0.82301 -6.35278 -0.69230
H -1.23517 2.66981 -2.16830
H 2.31518 0.78818 -5.17399
H 3.40134 1.95267 -0.61865
O 4.79742 -2.79700 2.52141
C 2.84968 5.55534 1.47965
N 3.99756 -1.80050 5.27753
H -4.29635 6.44736 -1.87332
F 1.34029 5.85477 -0.90613
C 4.26230 -1.02371 6.55759
H -0.77100 -4.36292 -1.88994
H -5.84755 3.80746 -3.72922
H 2.88519 -6.45312 -0.99455
H -5.64087 -5.43343 3.19854
C -5.28508 -4.04485 4.89938
H -2.57730 5.31275 -3.14414
H -0.20807 0.25239 -2.03445
C 5.46394 -3.32871 3.63607
C 2.28954 3.38989 1.29261
H -2.20032 -3.10305 1.02449
H -0.28974 -1.29294 -6.77282
H -5.02369 2.41741 -3.04145
H 6.08606 -2.59701 5.50420
H -1.38870 4.91796 2.37932
C -2.55287 -2.09253 1.23099
H -0.96454 -0.77894 -5.12266
H 2.75904 -1.47723 3.46177
N 1.90916 4.53760 1.92429
H 5.86784 -1.30258 4.43308
H 1.65322 2.52064 1.21577
H -0.71525 4.84115 0.91357
C 3.22265 -3.07422 5.60752
H 2.66479 6.59680 1.69773
H -1.49570 -0.03820 -6.61225
H 1.95995 -6.16719 1.67980
C -0.23484 -6.10723 0.19193
H 0.39238 3.80532 3.20186
H -3.14515 -4.26196 3.07767
C 1.05343 -4.13527 -0.87460
H 3.67799 -0.10595 3.97339
H 0.73438 -3.41709 -0.11927
H 1.68059 0.05129 -7.57099
F 1.28367 -1.07585 -0.91878
H 1.56702 -0.84004 -4.96616
H 3.40047 -0.45718 6.91029
C -3.40964 4.72111 -3.52529
H -4.41133 -5.85976 4.20200
F 1.02956 6.57814 -3.03283
H -4.57276 -4.11621 5.72133
C -2.98330 2.57106 -1.23121
H 1.79054 -7.58318 -0.36482
H -4.42481 3.82104 -0.34373
H 0.87660 5.46855 3.52612
H 4.92209 -4.23723 3.89895
C 3.66629 4.98912 0.56321
O -0.08121 0.04326 -2.96277
N 0.36215 0.63894 -5.97616
C -5.09669 5.71627 -1.98756
H 1.35098 -6.91112 -1.93474
H -3.22256 3.72306 -3.92153
H 5.05963 2.52311 -0.17198
C -5.44200 3.39578 -2.80502
H -1.68189 -1.46071 1.40505
H -2.46892 2.09412 -0.39692
H -6.22581 -3.56767 5.17401
H 0.15799 -2.98360 -2.37154
C 1.81967 -6.68223 -0.97764
C 3.07144 -0.92925 4.35071
N -4.78122 -3.06530 3.93057
N -3.43527 -2.18754 2.32449
C -4.30854 -1.18407 2.70834
H 2.17647 -0.57725 4.86376
F 0.82575 -1.46081 1.35037
C 4.05206 2.81420 -0.46890
H -3.13545 -1.71893 0.38890
H -0.18206 -7.05684 0.72442
F -0.79338 6.05232 -1.75809
H 4.14885 3.27831 -1.45040
H 0.35530 2.64658 -5.22040
H 1.14959 1.68735 -3.36782
C -5.17044 -1.72416 3.66991
N 3.39344 3.66359 0.51435
C -3.61257 3.96124 -1.05697
F 2.04736 4.49577 -2.55755
F 2.40346 0.23294 0.71334
H -6.19565 3.32121 -2.02108
H 3.92359 -3.79038 6.03636
H 1.47097 -4.46638 1.65279
H 0.30260 -4.61774 -3.86080
C -0.41034 1.96851 -5.59737
H -2.87893 4.73788 -0.84084
C 1.10218 0.60164 -3.45212
H -4.32559 -0.20219 2.25888

Löwdin population analysis, charges in e, atoms 1 to 2: atom 1 (F): -0.1596, atom 2 (H): 0.1509

***

Molecular formula: C32H79BO7
Method: DFT, ωB97M-V/def2-TZVPD

SMILES = CCCCB(C)C[C@H](C)O.CCOCC.CCOCC.CCOCC.CCOCC.CCOCC.CCOCC
Kohn-Sham gap = 10.1467 eV
Spin multiplicity = 1
Molecular weight = 586.8 g/mol
LUMO level = 0.7 eV
F_max = 0.948 eV/Å
DFT total energy = -49471.4454 eV

Cartesian coordinates (Å):
C 2.53219 1.97001 -3.57554
H 4.10027 -5.66643 2.97709
H -9.19139 3.88826 4.82457
H -7.11224 1.40779 0.91409
C -4.52592 5.73337 -1.93314
O 1.44239 0.62405 1.86318
H 7.46808 -1.27402 -7.53039
H -4.10076 4.76871 -1.63364
C 1.68009 -7.52521 1.72059
C 1.56055 -1.54613 0.70068
H -6.30226 -0.98716 -0.82278
H 1.00323 -0.10084 -4.49763
H 3.03158 -1.06145 -2.40634
C 5.39781 -2.91943 -5.55325
H -7.45852 2.36432 3.93809
H 7.07574 -0.09805 -5.37136
H -5.76047 4.93206 6.11040
H -4.97727 1.88385 1.03629
H 2.30322 1.30865 -5.63803
H -5.01259 5.08106 -3.92513
H 5.24085 -0.63238 2.31878
H 1.30186 -1.33060 -0.33568
C 6.50041 0.40325 0.93827
C 7.53679 -0.60880 1.39731
H 5.78482 -3.34952 -6.48383
H -1.17876 0.37888 1.59666
C 2.26521 2.22559 -5.04894
H 3.74892 -7.30267 3.53007
C -4.42138 0.94183 1.06013
H 0.60531 -1.06435 2.57115
H 2.73657 -7.79913 1.62008
H 4.85625 -2.76648 1.53655
C -7.16625 3.32966 4.35355
B 3.12151 -1.50904 0.95237
H -4.46460 5.99316 5.56782
C 0.76191 -0.59263 1.60721
H -4.61931 5.10676 3.26893
H 5.58263 -4.75109 -4.43643
H 3.01568 2.90699 -5.45092
H -3.69333 6.35223 -2.26803
C 5.88877 -3.70801 -4.35086
H 7.91731 -2.74656 -6.66983
H 1.85048 -4.90160 3.69892
H -5.54408 0.05181 2.70015
H 5.47244 -3.29646 -3.42989
H 1.26486 -7.50433 0.71284
H 1.02561 -9.54221 2.08841
H -3.37982 1.18963 0.85368
C 7.88451 -1.65873 -6.59849
H 3.50673 0.53041 0.15640
O 1.55576 -6.19921 2.20044
H -7.03669 5.78090 -0.86079
C -5.51028 5.55033 -3.07588
H 6.46507 0.34533 -0.14495
H 1.43741 -6.51515 4.24490
C 3.77765 -2.76337 1.66145
O -5.06226 6.40866 -0.80963
H -6.35229 4.91637 -2.79514
H 2.45473 -1.99962 -3.79618
C 2.03384 -5.96017 3.51177
H 4.59337 -0.70569 -0.39163
C 1.39852 -0.14765 -3.47653
C 0.93716 -8.55846 2.55063
C 7.05948 -1.18727 -5.41318
C -7.19900 0.76091 0.03932
H -5.90819 6.51464 -3.39525
H 1.27973 2.67315 -5.18632
H -0.58390 -0.08616 -0.02178
H 3.48331 -2.85639 2.70335
C 4.06458 -0.33845 0.49213
O 5.68889 -1.53547 -5.48768
C 5.10619 0.10658 1.53677
H 1.33272 -8.63304 3.56426
H -1.14555 -1.31254 1.07649
C -6.17060 -0.35722 0.05737
H 4.74940 1.03214 1.97085
H 6.97579 -3.68814 -4.26284
H -6.76672 4.00525 0.86399
O -6.03970 3.73367 3.59832
C -5.89243 4.39756 0.34499
H -6.15657 5.79663 3.75567
C -4.95275 5.03559 5.38467
C -0.62489 -0.36127 1.02918
H 8.91090 -1.30296 -6.50364
H 2.50803 2.91568 -3.03337
H -4.23218 4.23755 5.56871
C 2.65998 -0.99208 -3.43105
H 3.53470 1.55050 -3.43359
H 7.17842 -1.60924 1.16233
O 1.56064 1.15494 -2.94395
H -4.13518 0.98624 3.19154
H 6.82045 1.40571 1.19857
H 1.37476 1.19201 1.07752
H -5.05579 4.41460 1.04295
H -8.10268 5.26619 4.69604
H 4.31086 -2.98789 -5.60540
H -3.93072 -0.62025 2.46590
C -8.34113 4.28976 4.27253
H 3.83220 -5.98867 4.69960
H 7.49515 -1.54523 -4.47341
H -8.20736 0.34468 0.03234
H -8.64010 4.44098 3.23397
H 3.40919 -3.64541 1.13789
H -6.43761 6.44946 0.64506
H -0.12063 -8.30171 2.62160
H -7.07218 1.38226 -0.84856
C -4.51572 0.30077 2.43363
C -5.45763 4.97558 3.95343
H 7.67978 -0.56474 2.47253
H -6.88582 3.14963 5.39757
H 8.48198 -0.47338 0.88476
C -6.17354 5.79238 -0.18480
H 1.19658 -2.55391 0.89194
H 0.62405 -0.61337 -2.86534
H 3.45972 -0.57491 -4.04475
O -4.83205 0.09419 0.00010
C 3.51444 -6.24924 3.68948
H -6.31954 -1.00208 0.93129
H -5.63942 3.70046 -0.45629

Löwdin population analysis, charges in e, atoms 1 to 2: atom 1 (C): -0.2817, atom 2 (H): 0.0712

***

Molecular formula: C32H79FIN2NbO14PS3
Method: DFT, ωB97M-V/def2-TZVPD

Kohn-Sham gap = 5.8030 eV
Net charge = -1
Spin multiplicity = 1
Molecular weight = 1082.0 g/mol
LUMO level = 0.6 eV
F_max = 2.453 eV/Å
DFT total energy = -120265.1836 eV

Cartesian coordinates (Å):
H -1.58863 0.13377 -1.04327
C 1.36483 -3.76896 -9.61468
C 1.51197 1.24287 3.44892
H -1.68661 -6.12877 -6.61908
O -5.79230 1.44016 7.32296
H 0.02782 -2.80219 4.72739
H 6.44899 -1.20663 -2.29088
H -2.74620 2.19935 7.54954
C -3.34841 3.05495 7.86030
C 1.61341 5.34234 -1.00390
S -0.81207 0.10812 -3.33009
C -3.91698 -7.59778 -9.27017
H 7.57893 -2.57140 -2.40327
H -2.99773 -7.34549 -9.80629
H 6.35771 2.99770 -1.55655
C 1.09759 0.73019 2.20547
H -2.74459 -4.74679 -6.27372
C 2.10849 0.11869 1.42760
O 2.05540 -4.06781 -8.41205
O 8.23696 -1.02080 -1.25130
O -0.73314 -4.31618 -6.54687
H -2.37952 1.31749 -2.08577
H 2.22382 5.31387 -1.91267
H 0.50391 1.59948 -1.17728
H 4.88243 2.36668 -0.79311
I -5.07102 0.77789 2.79431
P -1.42541 3.61789 3.27892
H -3.77293 2.85798 8.84237
C 7.16460 -1.82007 -1.73550
H -4.05320 -2.80728 6.72090
C 0.81271 -2.10027 5.02652
O -2.52805 4.22215 7.94645
H 7.85383 -0.36309 -0.66476
C -1.40990 0.92363 -1.77057
H 4.64777 -0.01555 0.04451
H -5.83055 1.91791 5.32882
C 5.92267 2.63486 -0.62223
H -0.92958 -3.39329 -6.76672
H 5.96781 3.42251 0.13252
N 1.28806 -1.50987 -3.79962
H -4.76635 -3.14385 5.12639
H 1.75319 3.33810 1.78543
H -7.10357 0.79425 5.84801
C 1.08287 3.80480 1.05459
H 0.90134 4.81199 1.46788
H 6.65294 -2.32117 -0.90915
H 0.20684 -0.21183 -7.84005
O -0.91577 -1.47366 -6.63177
H -4.15329 3.21309 7.14707
O -4.40351 3.49551 1.87270
H 1.81464 -0.28954 0.46374
C -1.50084 6.06096 0.65448
C -0.28837 0.80856 1.60626
C 2.83520 1.16652 3.90156
H -1.54495 -0.24245 -8.13653
H 2.03386 6.55420 1.18118
H -6.42542 1.23665 8.01497
H -0.82354 6.63055 0.00669
H 5.43986 -0.57415 1.50497
H 4.82522 0.53940 3.41207
H -0.90868 0.59812 -6.70624
H 0.57389 5.40916 -1.32601
C -1.82894 4.72432 -0.06835
H -2.33301 7.90175 1.32238
C -3.87725 -3.26044 5.74175
H -3.02582 -8.42155 -7.75516
H 1.38985 -4.28751 -7.75054
H 0.69444 -2.91528 -9.47291
C -0.49388 2.04581 -1.28054
N 2.52814 -1.75095 -3.36941
H 1.66039 -2.65507 5.42418
H 2.65857 -6.06176 -3.82691
H -1.00564 0.38896 2.32644
O -2.79909 -2.60690 5.08784
C -1.89050 -5.08975 -6.86071
C 3.79249 0.57109 3.07679
C 1.92038 4.02972 -0.24557
H -4.32757 -8.52924 -9.66957
H -0.23182 4.20270 3.80408
H 0.78466 -4.63331 -9.95243
F -3.61020 6.45680 1.75785
H 2.10207 -3.51831 -10.37467
H 3.10667 1.57860 4.86437
C -6.53156 1.68449 6.12534
H -2.37056 4.67873 3.31207
C -2.70597 6.97917 0.85985
H -7.21024 2.53186 6.26541
C -3.06715 1.92581 0.62956
H -2.92498 4.62249 -0.04473
C -0.92493 -4.27501 8.00650
H -1.60254 -4.64957 8.77127
H -0.22856 -1.47798 -5.94969
H 0.48199 -5.29683 -5.47595
C -4.06899 2.38445 1.64559
C -0.77696 -0.26203 -7.36663
S -1.98734 2.12270 4.43868
O 0.89920 -5.91073 -4.85484
O -0.85628 -2.86166 8.12144
H 2.07997 -4.39890 -4.05604
H -0.49197 2.87891 -1.98796
H 1.12961 -1.51807 4.15876
H -0.30388 0.10578 0.75796
C 0.77805 -0.54323 -3.04396
H -3.65923 -4.32655 5.86166
Nb -0.93230 2.84321 0.82973
C 3.43761 0.02955 1.83942
H 2.80185 -5.29231 -5.42158
O 6.61199 1.46852 -0.16867
H 3.64659 -0.89755 -1.73733
O -3.66706 -7.71669 -7.87421
H 7.52706 1.72236 -0.01842
C 2.76779 -0.96381 -2.35033
H -2.12071 -5.00806 -7.92630
C 4.49864 -0.60134 0.95392
H -3.42580 2.34180 -0.32058
H -1.30667 -4.56070 7.01971
H 2.96017 4.16686 0.08858
H 0.80260 1.74027 4.10464
S 2.18907 6.83809 -0.13144
O 1.69147 -0.18385 -2.14589
H 0.06424 -4.71889 8.15613
H -3.04108 0.83667 0.62253
H -2.02336 -2.71488 5.64684
H -1.01495 5.95137 1.62935
O 0.33196 -1.23183 6.05990
H 1.95029 3.17189 -0.92127
H -0.25356 -2.53696 7.43441
H -2.16658 4.36874 7.06760
H 4.24571 -1.63032 0.68626
H -1.58427 4.75993 -1.13918
H -0.41492 -0.74020 5.69911
H -4.64175 -6.80045 -9.41469
C 2.17774 -5.37940 -4.52622
H -3.17183 7.21107 -0.10063

Löwdin population analysis, charges in e, atoms 1 to 2: atom 1 (H): 0.0504, atom 2 (C): -0.1659